Entry 1:
The following is a DFT calculation (the ωB97M-V functional and the def2-TZVPD basis) of a structure of composition C3H5N3 in a non-equilibrium geometry.

Element x y z (Å)
C (-1.34239, 0.78983, -0.97826)
C (-0.74304, 0.55088, 0.18130)
H (0.56349, -2.59946, 1.11642)
H (-1.05141, 0.98759, 1.12329)
H (2.58137, 0.84653, -0.43278)
N (2.10637, 0.41278, 0.36917)
C (0.11387, -0.84505, 0.48386)
H (-0.94334, 0.38976, -1.90335)
H (-2.20221, 1.43643, -1.03816)
N (-0.12591, -1.85040, 1.17616)
N (1.04320, -0.11890, -0.09764)

Atomic forces in eV per Å
C 0.50 0.11 -0.07
C -2.15 -2.50 1.46
H 0.25 0.40 0.17
H -0.07 0.23 0.01
H -0.32 0.12 0.11
N -1.44 -0.94 0.13
C -0.56 4.08 0.96
H -0.28 -0.33 0.08
H 0.09 0.44 -0.05
N -0.85 -0.79 -0.63
N 4.83 -0.80 -2.16

Computed properties:
Net charge: 0
Lowest unoccupied orbital energy, hartree: -0.00640
Energy above the lowest of the compared OMol25 structures with the same formula, charge and spin, eV: 5.106
E_tot, eV: -7657.3497


Entry 2:
The following is a DFT calculation (the ωB97M-V functional and the def2-TZVPD basis) of a structure of composition C44H37AuN6O8S.

Element x y z (Å)
H (-1.69046, -0.80793, -4.41363)
O (5.43221, 0.37880, 0.77847)
N (-2.31612, -0.49783, 2.14992)
H (7.07688, -2.87742, 4.93443)
C (-0.52691, 3.69273, 2.24417)
C (-5.30258, 1.60856, 1.42588)
C (-0.61462, -1.85147, 0.59853)
C (-5.93434, -0.34357, 2.67842)
C (1.45894, 4.62453, 1.27267)
C (2.17213, 0.19766, -2.17640)
C (1.82658, 3.37579, 0.80304)
H (2.74969, 3.24917, 0.25022)
H (-1.12455, 2.15711, -4.15177)
H (2.39341, -1.49496, -5.48765)
C (0.72763, 3.81909, -6.44679)
H (-1.52097, -0.67379, -0.93070)
C (-1.10355, -4.20996, 0.46697)
H (2.08073, -2.43398, 1.92513)
Au (1.59740, 0.34034, 0.38487)
H (-6.70625, -0.94466, 3.13721)
C (-6.27460, 0.84487, 2.04061)
H (-5.63521, -2.17644, 4.73309)
H (0.72703, 4.73533, -7.02272)
N (0.89873, 0.26211, -1.69900)
H (-0.65641, -4.10526, -6.93836)
C (0.02061, 0.34914, -2.72274)
C (1.35381, -2.73065, 2.67901)
N (3.13327, 0.16612, 1.88586)
H (-4.54721, -3.53824, 4.38350)
O (4.14983, -1.71131, 0.51546)
H (-3.22750, 1.77665, 0.91992)
O (-4.16453, -1.89758, 3.29352)
H (0.91982, -1.84949, 3.14685)
C (0.83728, 0.21698, -4.05758)
O (2.05153, 0.52321, 3.87677)
H (-2.94135, 4.73727, 4.16133)
H (-7.31064, 1.15503, 2.01584)
C (-0.36460, -3.23410, -6.36609)
H (2.60335, 3.13397, -7.23533)
H (3.54243, -0.63601, 5.90887)
C (4.12786, -0.67167, 3.85038)
H (-0.96234, -5.19658, 0.88872)
H (-1.14673, 4.22061, -5.49067)
C (2.98804, 0.08481, 3.23318)
C (-3.97425, 1.19749, 1.44543)
C (-1.13656, 0.09135, 1.77463)
C (-0.39468, -3.16208, 1.07076)
H (-2.48022, -4.83549, -1.03999)
O (3.13756, 0.29634, -1.40161)
N (-0.18411, -0.64880, 1.24468)
H (5.45363, -2.08372, 6.60017)
C (5.04744, -1.12254, 2.92369)
C (-1.41966, -1.68008, -0.54137)
C (5.33372, -1.79852, 5.56299)
C (6.25466, -2.24783, 4.62119)
N (2.18660, 0.04630, -3.51362)
C (-0.30739, 2.36835, -4.82665)
C (-5.11283, -2.72187, 3.94336)
O (-1.70501, 3.73601, 2.93543)
H (-1.23651, 5.23052, 4.29756)
H (1.72179, -3.43245, -6.82483)
C (-1.93434, -4.00580, -0.61008)
H (-2.21290, 5.75269, 2.89854)
C (4.26455, -0.99614, 5.18819)
C (1.34555, -1.75797, -5.54826)
C (0.39425, -1.00673, -4.86409)
H (6.83396, -2.24731, 2.53864)
H (1.84649, -3.33479, 3.43830)
C (-0.31709, 3.53157, -5.58455)
H (-2.67835, -2.55117, -2.02325)
H (-1.82404, 1.72751, 2.65633)
C (1.79440, 1.76521, -5.80603)
H (-5.56753, 2.52277, 0.91244)
C (-0.15410, 2.41984, 1.77301)
H (-2.29623, -1.50069, 2.26215)
O (0.36186, -3.57109, 2.11166)
C (-2.03000, 4.93988, 3.60533)
H (0.00716, 5.76411, 2.35978)
S (4.51159, -0.57296, 1.31682)
O (-1.18208, 0.50269, -2.64725)
C (1.00734, 2.28814, 1.05093)
C (0.28166, 4.78530, 1.99373)
C (-3.61673, 0.03018, 2.10341)
H (2.62308, 1.07719, -5.92392)
H (-2.36018, -2.77509, -5.73030)
H (3.03056, 0.17172, -4.04123)
C (6.12487, -1.90459, 3.28064)
C (-0.94434, -1.37772, -4.94694)
C (-4.61315, -0.75084, 2.71405)
C (0.96863, -2.86239, -6.29603)
N (-1.05201, 1.38860, 2.09869)
C (-2.06542, -2.72985, -1.14994)
C (0.75907, 1.48207, -4.91710)
H (-5.84145, -3.12514, 3.23546)
C (1.78298, 2.92639, -6.56038)
H (2.08644, 5.48524, 1.08251)
C (-1.31638, -2.49081, -5.68651)

Atomic forces in eV per Å
H -0.02 0.04 0.00
O 0.04 0.11 -0.02
N 0.01 -0.18 -0.02
H 0.01 0.01 0.00
C 0.13 0.00 -0.08
C -0.02 0.02 0.02
C -0.08 -0.24 -0.10
C 0.00 -0.04 0.02
C 0.02 -0.05 -0.02
C -0.06 0.14 -0.27
C 0.14 -0.03 -0.11
H 0.00 0.00 0.01
H 0.01 0.01 -0.01
H 0.01 -0.03 0.00
C 0.00 0.04 0.01
H -0.10 -0.09 0.06
C 0.08 -0.05 -0.05
H 0.09 0.04 -0.10
Au -0.17 -0.36 0.15
H 0.02 0.00 0.01
C -0.04 0.05 -0.04
H 0.02 0.00 -0.01
H -0.02 -0.01 -0.01
N 0.19 -0.04 0.38
H -0.01 0.01 -0.01
C 0.03 0.02 -0.15
C 0.06 0.14 0.11
N 0.19 -0.28 -0.73
H -0.01 0.00 -0.01
O -0.07 -0.02 0.03
H -0.01 0.00 0.01
O 0.05 0.03 -0.01
H 0.01 0.06 0.03
C -0.06 -0.09 -0.03
O -0.02 -0.09 -0.16
H 0.01 0.01 0.00
H 0.01 0.01 0.01
C 0.00 -0.06 0.00
H -0.01 0.00 0.00
H -0.03 -0.01 -0.02
C 0.07 -0.08 0.07
H 0.01 0.00 -0.01
H 0.00 -0.01 0.00
C -0.23 0.13 0.47
C -0.01 -0.07 -0.01
C 0.08 -0.28 0.18
C -0.16 0.23 -0.05
H 0.07 -0.05 0.00
O 0.06 0.01 -0.17
N 0.13 0.46 0.09
H 0.00 0.02 0.00
C -0.40 0.24 -0.06
C 0.16 -0.01 0.17
C 0.00 0.03 0.05
C -0.02 0.04 -0.07
N -0.08 0.00 -0.07
C -0.01 -0.01 0.03
C -0.04 -0.08 0.04
O 0.03 -0.05 0.00
H 0.01 -0.02 -0.01
H 0.00 -0.01 0.02
C 0.01 -0.01 -0.05
H 0.01 -0.02 -0.02
C 0.00 0.00 0.04
C -0.06 0.03 0.05
C 0.05 -0.07 0.08
H 0.00 -0.02 0.02
H 0.02 0.01 -0.04
C -0.02 0.02 -0.05
H -0.01 0.00 0.01
H 0.04 -0.07 0.08
C -0.06 -0.03 0.02
H 0.00 -0.01 -0.01
C 0.01 0.07 -0.12
H 0.12 -0.02 -0.09
O -0.16 -0.01 0.12
C -0.06 0.06 0.04
H -0.01 -0.01 -0.01
S 0.05 -0.27 0.43
O 0.08 0.07 -0.13
C -0.19 0.15 0.16
C -0.08 0.07 0.09
C -0.04 0.11 -0.08
H 0.01 -0.01 -0.01
H 0.00 0.00 0.00
H 0.06 0.09 0.02
C 0.15 -0.06 -0.14
C 0.05 0.02 0.00
C -0.02 0.09 0.02
C 0.05 0.02 -0.06
N -0.04 0.05 0.09
C -0.05 0.09 -0.04
C -0.01 0.10 0.11
H 0.01 0.03 -0.01
C 0.03 -0.04 -0.03
H 0.02 -0.02 -0.01
C -0.02 0.04 -0.03

Computed properties:
Net charge: 0
Lowest unoccupied orbital energy (alpha / beta), hartree: 0.02025 / -0.07060
Energy above the lowest of the compared OMol25 structures with the same formula, charge and spin, eV: 0.457
E_tot, eV: -86074.3470
Multiplicity: 3


> Look up the net charge of the first one.

0


> What is the energy above the lowest of the compared OMol25 structures with the same formula, charge and spin in the first record?

5.106 eV


> Which value of energy above the lowest of the compared OMol25 structures with the same formula, charge and spin does entry 1 give?

5.106 eV